{"formula": "C31H28CrF5N8O4S", "method": "ωB97M-V with the def2-TZVPD basis set", "species": ["Cr", "N", "N", "C", "N", "N", "N", "O", "O", "H", "H", "H", "H", "H", "N", "C", "C", "C", "C", "C", "N", "C", "C", "C", "C", "C", "N", "H", "H", "H", "H", "H", "H", "H", "H", "H", "O", "S", "C", "C", "C", "C", "C", "C", "C", "C", "C", "C", "C", "C", "C", "C", "H", "H", "H", "H", "H", "H", "H", "H", "H", "H", "H", "H", "H", "H", "F", "C", "C", "F", "C", "F", "C", "O", "C", "F", "C", "F"], "xyz": [[0.670, -0.431, 1.460], [2.348, 1.908, 2.753], [1.474, 2.530, 3.678], [0.172, 2.049, 3.778], [-0.649, 2.606, 4.667], [-0.071, 0.986, 3.004], [-1.316, 0.287, 2.965], [-1.282, -0.719, 2.200], [-2.359, 0.781, 3.391], [3.319, 2.201, 2.762], [1.991, 2.006, 1.801], [1.765, 3.084, 4.506], [-0.716, 3.580, 4.737], [-1.547, 2.134, 4.659], [0.345, -3.837, 2.027], [0.900, -3.028, 3.060], [0.934, -3.678, 4.299], [1.758, -3.227, 5.297], [2.359, -1.956, 5.115], [2.219, -1.328, 3.885], [1.457, -1.787, 2.910], [0.077, -3.522, 0.664], [-0.379, -4.564, -0.128], [-0.483, -4.423, -1.478], [-0.297, -3.118, -1.926], [0.097, -2.095, -1.129], [0.290, -2.283, 0.201], [0.055, -4.785, 2.326], [0.371, -4.581, 4.502], [1.929, -3.820, 6.222], [3.019, -1.560, 5.907], [2.863, -0.462, 3.592], [-0.628, -5.482, 0.377], [-0.834, -5.249, -2.096], [-0.286, -2.793, -2.954], [0.192, -1.024, -1.477], [-0.235, 0.770, -0.042], [-1.528, 1.689, -0.027], [-0.949, 2.779, -1.313], [-0.312, 2.146, -2.586], [-1.156, 1.637, -3.582], [-0.618, 1.014, -4.685], [0.765, 0.936, -4.792], [1.615, 1.506, -3.869], [1.087, 1.975, -2.696], [-2.769, 0.528, -0.859], [-4.025, 1.204, -1.407], [-4.750, 0.496, -2.435], [-6.097, 0.824, -2.717], [-6.671, 1.877, -2.017], [-5.882, 2.645, -1.217], [-4.582, 2.309, -0.850], [-0.199, 3.327, -0.787], [-1.849, 3.394, -1.462], [-2.304, 1.708, -3.518], [-1.257, 0.645, -5.480], [1.200, 0.381, -5.620], [2.654, 1.711, -4.146], [1.811, 2.254, -1.930], [-3.015, -0.236, -0.089], [-2.340, -0.022, -1.758], [-4.202, -0.161, -3.135], [-6.695, 0.150, -3.357], [-7.704, 2.137, -2.238], [-6.294, 3.496, -0.674], [-4.100, 2.820, -0.033], [5.758, 0.197, -3.610], [5.026, 0.065, -2.524], [4.762, -1.172, -1.942], [5.441, -2.249, -2.355], [3.791, -1.308, -0.950], [3.417, -2.483, -0.428], [3.180, -0.177, -0.293], [2.475, -0.173, 0.760], [3.761, 1.082, -0.746], [3.442, 2.199, -0.025], [4.604, 1.228, -1.827], [4.987, 2.452, -2.301]], "e_above_lowest_kj_mol": 0.0, "charge": 2, "s2": 3.79, "homo_ev": [-12.716, -12.764], "spin_multiplicity": 4}

=====

{"formula": "C31H28F3HfNO2PS3Sb", "method": "ωB97M-V with the def2-TZVPD basis set", "species": ["Hf", "S", "C", "C", "C", "C", "C", "C", "C", "C", "C", "N", "H", "H", "H", "H", "H", "H", "C", "C", "O", "P", "S", "S", "O", "C", "C", "H", "H", "H", "H", "H", "H", "H", "H", "H", "H", "F", "C", "C", "C", "C", "C", "C", "Sb", "C", "C", "C", "C", "F", "C", "C", "C", "C", "C", "C", "F", "C", "C", "H", "H", "H", "H", "H", "H", "H", "H", "H", "H", "H", "H"], "xyz": [[0.022, -1.283, 0.131], [3.938, -2.998, 1.700], [3.725, -1.630, 2.699], [2.564, -0.974, 2.436], [1.785, -1.573, 1.395], [2.435, -2.700, 0.921], [1.863, -3.616, -0.070], [2.388, -4.872, -0.374], [1.704, -5.707, -1.222], [0.496, -5.290, -1.782], [0.043, -4.035, -1.481], [0.703, -3.213, -0.638], [4.476, -1.377, 3.432], [2.263, -0.088, 2.979], [3.317, -5.187, 0.084], [2.100, -6.689, -1.447], [-0.070, -5.923, -2.449], [-0.878, -3.651, -1.898], [-5.085, -3.141, 3.320], [-4.588, -1.841, 2.753], [-4.156, -2.070, 1.366], [-2.669, -1.806, 0.947], [-2.112, 0.100, 0.958], [-1.285, -2.896, 1.815], [-2.644, -2.256, -0.595], [-3.739, -1.961, -1.531], [-3.353, -0.843, -2.462], [-5.493, -2.970, 4.318], [-4.279, -3.870, 3.403], [-5.876, -3.558, 2.698], [-3.747, -1.438, 3.320], [-5.360, -1.078, 2.693], [-4.630, -1.731, -0.954], [-3.907, -2.898, -2.056], [-3.138, 0.070, -1.908], [-4.175, -0.640, -3.150], [-2.483, -1.115, -3.062], [-3.352, 6.007, -1.864], [-2.478, 5.194, -1.251], [-1.462, 4.629, -1.997], [-0.567, 3.787, -1.353], [-0.684, 3.514, 0.011], [-1.727, 4.108, 0.722], [-2.633, 4.955, 0.098], [0.652, 2.277, 1.073], [1.100, 0.985, -0.604], [2.384, 0.450, -0.677], [2.758, -0.540, -1.607], [1.749, -1.059, -2.389], [2.026, -2.075, -3.202], [0.433, -0.592, -2.363], [0.096, 0.483, -1.496], [2.443, 3.398, 0.915], [3.184, 3.624, 2.075], [4.356, 4.372, 2.046], [4.770, 4.883, 0.836], [5.900, 5.604, 0.793], [4.070, 4.684, -0.341], [2.904, 3.939, -0.289], [-1.379, 4.854, -3.051], [0.233, 3.346, -1.935], [-1.852, 3.911, 1.782], [-3.445, 5.424, 0.637], [3.139, 0.831, 0.002], [3.760, -0.939, -1.662], [-0.271, -0.976, -3.089], [-0.854, 0.986, -1.601], [2.855, 3.221, 3.027], [4.942, 4.561, 2.935], [4.441, 5.112, -1.262], [2.353, 3.786, -1.210]], "charge": 1, "s2": 0.76, "homo_ev": [-9.046, -11.096], "spin_multiplicity": 2}

=====

{"formula": "C31H28KO4", "method": "ωB97M-V with the def2-TZVPD basis set", "species": ["K", "C", "C", "C", "O", "C", "C", "O", "C", "O", "C", "C", "C", "C", "C", "C", "C", "C", "C", "C", "C", "C", "C", "O", "C", "C", "C", "C", "C", "C", "C", "C", "C", "C", "C", "C", "H", "H", "H", "H", "H", "H", "H", "H", "H", "H", "H", "H", "H", "H", "H", "H", "H", "H", "H", "H", "H", "H", "H", "H", "H", "H", "H", "H"], "xyz": [[-1.477, -2.848, -0.046], [1.195, 2.565, -0.842], [1.270, 1.353, 0.106], [2.396, 1.569, 1.134], [1.521, 0.165, -0.597], [0.425, -0.735, -0.475], [-0.542, -0.056, 0.502], [0.028, 1.225, 0.745], [-0.828, -0.780, 1.896], [-0.965, -2.111, 1.789], [0.314, -0.506, 2.892], [0.228, 0.367, 3.970], [1.243, 0.439, 4.912], [2.374, -0.347, 4.788], [2.469, -1.229, 3.724], [1.445, -1.309, 2.799], [-2.101, -0.115, 2.445], [-2.379, 1.243, 2.320], [-3.554, 1.772, 2.823], [-4.473, 0.958, 3.464], [-4.193, -0.389, 3.620], [-3.017, -0.914, 3.115], [-0.130, -1.098, -1.915], [-1.104, -2.030, -1.877], [-0.636, 0.177, -2.604], [-1.981, 0.506, -2.493], [-2.505, 1.610, -3.140], [-1.694, 2.390, -3.947], [-0.360, 2.049, -4.102], [0.166, 0.962, -3.426], [1.003, -1.667, -2.775], [0.670, -1.967, -4.096], [1.580, -2.551, -4.954], [2.851, -2.869, -4.501], [3.191, -2.592, -3.189], [2.277, -1.996, -2.334], [2.030, 2.555, -1.536], [1.214, 3.474, -0.247], [0.264, 2.518, -1.400], [3.309, 1.839, 0.609], [2.556, 0.648, 1.690], [2.116, 2.357, 1.828], [0.769, -1.678, -0.023], [-1.515, 0.084, 0.009], [-0.647, 0.985, 4.098], [1.145, 1.113, 5.756], [3.165, -0.288, 5.525], [3.342, -1.863, 3.624], [1.494, -2.033, 2.001], [-1.666, 1.891, 1.838], [-3.755, 2.832, 2.716], [-5.401, 1.371, 3.840], [-4.893, -1.031, 4.143], [-2.767, -1.957, 3.239], [-2.622, -0.145, -1.917], [-3.552, 1.863, -3.019], [-2.099, 3.253, -4.458], [0.274, 2.642, -4.751], [1.211, 0.716, -3.547], [-0.327, -1.728, -4.434], [1.308, -2.745, -5.985], [3.569, -3.334, -5.165], [4.190, -2.820, -2.835], [2.584, -1.756, -1.330]], "charge": -1, "homo_ev": -4.627, "spin_multiplicity": 1}

=====

{"formula": "C31H28MnN9O4P", "method": "ωB97M-V with the def2-TZVPD basis set", "species": ["Mn", "C", "N", "C", "C", "N", "C", "P", "C", "N", "C", "C", "N", "C", "C", "N", "C", "C", "N", "C", "H", "H", "H", "H", "H", "H", "H", "H", "H", "H", "H", "H", "H", "H", "H", "C", "C", "C", "C", "C", "C", "N", "N", "C", "C", "C", "C", "C", "C", "H", "H", "H", "H", "H", "H", "H", "H", "H", "O", "C", "O", "C", "C", "C", "C", "C", "C", "N", "O", "O", "H", "H", "H", "H"], "xyz": [[-0.231, 0.371, 0.472], [-5.561, -0.028, -1.877], [-4.530, 0.011, -0.856], [-4.732, -0.107, 0.494], [-3.503, -0.017, 1.085], [-2.555, 0.141, 0.113], [-3.192, 0.159, -1.042], [-2.415, 0.412, -2.660], [-1.405, 1.883, -2.264], [-0.622, 2.036, -1.213], [0.004, 3.236, -1.367], [-0.402, 3.819, -2.534], [-1.299, 2.953, -3.099], [-1.983, 3.151, -4.365], [-1.101, -0.842, -2.550], [-0.262, -1.005, -1.545], [0.583, -2.011, -1.905], [0.255, -2.460, -3.152], [-0.817, -1.712, -3.557], [-1.495, -1.830, -4.837], [-6.528, -0.094, -1.386], [-5.436, -0.897, -2.522], [-5.538, 0.875, -2.485], [-5.717, -0.242, 0.906], [-3.227, -0.091, 2.128], [0.695, 3.614, -0.635], [-0.147, 4.756, -2.997], [-1.784, 4.162, -4.709], [-3.056, 3.026, -4.242], [-1.624, 2.447, -5.115], [1.376, -2.348, -1.258], [0.675, -3.233, -3.771], [-1.167, -2.748, -5.317], [-1.255, -0.988, -5.485], [-2.572, -1.874, -4.693], [-1.640, -5.295, 1.702], [-2.244, -4.054, 1.825], [-1.493, -2.896, 1.682], [-0.134, -2.984, 1.422], [0.483, -4.228, 1.311], [-0.274, -5.378, 1.449], [0.569, -1.749, 1.253], [1.805, -1.853, 1.296], [2.549, -0.660, 1.074], [3.912, -0.811, 1.338], [4.755, 0.272, 1.178], [4.214, 1.476, 0.744], [2.853, 1.584, 0.474], [1.950, 0.526, 0.621], [-2.226, -6.198, 1.813], [-3.301, -3.981, 2.046], [-1.935, -1.921, 1.825], [1.545, -4.278, 1.115], [0.202, -6.346, 1.360], [4.280, -1.772, 1.676], [5.814, 0.183, 1.387], [4.858, 2.339, 0.613], [2.499, 2.554, 0.136], [-1.802, -0.119, 3.654], [-0.956, 0.745, 3.394], [-0.759, 1.276, 2.251], [-0.047, 1.231, 4.502], [-0.274, 0.817, 5.810], [0.554, 1.243, 6.833], [1.613, 2.076, 6.515], [1.873, 2.492, 5.221], [1.029, 2.062, 4.211], [2.501, 2.536, 7.598], [2.257, 2.165, 8.729], [3.423, 3.272, 7.302], [-1.109, 0.157, 6.003], [0.399, 0.941, 7.858], [2.719, 3.133, 5.024], [1.197, 2.350, 3.183]], "e_above_lowest_kj_mol": 0.0, "s2": 8.75, "homo_ev": [-6.816, -7.967], "spin_multiplicity": 6}

=====

Going through the records in order, we get energy values of -105537.43978; -95974.88590; -57116.71059; -94809.98122 eV.